Entry 1:
{"formula": "CH6NPS", "method": "ωB97M-V/def2-TZVPD", "smiles": "[H]/N=P\\[H].CS", "e_lumo_ha": -0.0112, "energy_ev": -22746.4853, "charge": 0, "symbols": ["C", "N", "P", "S", "H", "H", "H", "H", "H", "H"], "coordinates": [[1.3765, -0.2243, 1.2724], [-2.9093, 0.1626, 0.8623], [-1.8549, -0.4987, -0.0584], [1.4975, 0.8874, -0.1922], [0.2981, -0.0953, 1.4951], [1.8960, 0.4348, 1.9682], [1.7908, -1.1841, 1.2859], [2.7792, 0.8077, -0.3666], [-3.3624, 1.0519, 0.6048], [-1.8114, 0.2737, -1.2250]]}

***

Entry 2:
{"formula": "C34H62NO6", "method": "ωB97M-V/def2-TZVPD", "e_lumo_ha": -0.0875, "energy_ev": -50031.5473, "charge": 1, "symbols": ["C", "C", "C", "C", "N", "C", "C", "C", "C", "O", "C", "C", "O", "C", "C", "C", "C", "C", "C", "C", "C", "C", "C", "C", "C", "C", "C", "O", "C", "C", "C", "C", "O", "C", "C", "H", "H", "H", "H", "H", "H", "H", "H", "H", "H", "H", "H", "H", "H", "H", "H", "H", "H", "H", "H", "H", "H", "H", "H", "H", "H", "H", "H", "H", "H", "H", "H", "H", "H", "H", "H", "H", "H", "H", "H", "H", "H", "H", "H", "H", "H", "H", "H", "H", "H", "H", "H", "H", "H", "O", "C", "O", "C", "C", "C", "H", "H", "H", "H", "H", "H", "H", "H"], "coordinates": [[2.8031, -3.2917, 2.4916], [2.7243, -3.7897, 1.0431], [2.6787, -2.6222, 0.0751], [2.4082, -3.0781, -1.3631], [3.1032, -2.2836, -2.4168], [2.6154, -0.8687, -2.4218], [3.5497, 0.0062, -3.2602], [2.8026, 1.2051, -3.8039], [2.3869, 2.1094, -2.6445], [2.3065, 3.4324, -3.0692], [2.3082, 4.3799, -2.0165], [1.0745, 4.2291, -1.1266], [-0.0438, 4.0702, -1.9600], [-1.1076, 3.3775, -1.4436], [-2.0466, 2.9025, -2.3712], [-3.1589, 2.1835, -1.9321], [-3.3957, 1.9049, -0.5753], [-4.6575, 1.1620, -0.1209], [-5.7818, 2.2381, -0.1048], [-4.5028, 0.6930, 1.3261], [-5.0836, 0.0552, -1.1196], [-4.8578, -1.4192, -0.7604], [-5.8650, -1.9486, 0.2928], [-5.1302, -2.2022, -2.0686], [-3.3985, -1.7325, -0.3652], [-2.4458, 2.4055, 0.3332], [-1.3213, 3.1289, -0.0933], [4.0595, -0.8124, -4.2932], [5.0309, -1.7028, -3.7559], [4.6140, -2.2718, -2.3915], [5.2766, -3.6402, -2.1739], [6.0153, -3.7006, -0.8539], [7.0057, -2.6892, -0.8660], [7.0195, -1.8807, 0.3031], [8.0306, -0.7569, 0.1313], [3.4021, -3.9486, 3.1099], [1.8185, -3.1851, 2.9309], [3.2718, -2.3101, 2.5359], [1.8190, -4.3828, 0.9367], [3.5681, -4.4443, 0.8346], [3.5664, -2.0002, 0.1635], [1.8452, -1.9965, 0.3909], [2.6321, -4.1333, -1.4695], [1.3461, -2.9689, -1.5613], [2.8342, -2.6739, -3.3216], [2.5658, -0.4775, -1.4113], [1.6223, -0.8582, -2.8613], [4.3699, 0.3788, -2.6395], [1.8971, 0.8227, -4.2699], [3.4062, 1.7279, -4.5342], [3.0989, 2.0154, -1.8089], [1.4191, 1.7611, -2.2644], [2.2977, 5.3394, -2.5174], [3.1976, 4.2668, -1.3936], [0.9683, 5.1173, -0.5046], [1.2255, 3.3581, -0.4880], [-1.9140, 3.0959, -3.4235], [-3.8675, 1.8584, -2.6775], [-6.0237, 2.5459, -1.1167], [-5.4419, 3.0806, 0.4899], [-6.6528, 1.8043, 0.3817], [-3.6123, 0.0894, 1.4573], [-4.3901, 1.5682, 1.9580], [-5.3811, 0.1710, 1.6852], [-6.1502, 0.1688, -1.3108], [-4.6093, 0.2040, -2.0832], [-6.4982, -2.7183, -0.1319], [-6.5406, -1.1424, 0.5660], [-5.3736, -2.3061, 1.1904], [-5.2746, -3.2585, -1.8684], [-4.3509, -2.0359, -2.8087], [-6.0675, -1.8443, -2.4985], [-3.2951, -1.7663, 0.7147], [-2.6944, -1.0290, -0.8004], [-3.1632, -2.7380, -0.7082], [-2.5486, 2.2707, 1.3960], [-0.6351, 3.5033, 0.6499], [5.9869, -1.1928, -3.6586], [5.1088, -2.5228, -4.4620], [4.9017, -1.6234, -1.5733], [4.5876, -4.4718, -2.2933], [6.0319, -3.7479, -2.9483], [5.3610, -3.5638, 0.0054], [6.4961, -4.6743, -0.7629], [6.0289, -1.4576, 0.4901], [7.3005, -2.5016, 1.1533], [8.9129, -0.9359, 0.7366], [8.3474, -0.6660, -0.9009], [7.6137, 0.1881, 0.4621], [-3.7776, 3.1928, 3.5081], [-3.9657, 3.0769, 4.6895], [-3.3127, 2.1049, 5.3516], [-3.3298, 1.9890, 6.7789], [-4.5241, 1.1984, 7.2700], [-4.9683, 3.9357, 5.4222], [-3.2657, 2.9724, 7.2454], [-2.4092, 1.4632, 7.0264], [-5.4632, 1.6952, 7.0265], [-4.4749, 1.0706, 8.3512], [-4.5418, 0.2144, 6.8020], [-5.9505, 3.4733, 5.3333], [-4.9955, 4.9086, 4.9389], [-4.7396, 4.0906, 6.4734]]}